Entry from OMol25: C22H26N2O3S in the gas phase (wB97M-V/def2-TZVPD).

Last column: Löwdin charge in e.
Atoms and positions in Å:
C -3.99775 3.72342 1.62632  -0.10
H -3.34516 0.24912 -0.07183  0.12
H 3.77352 -5.07301 -2.62270  0.11
H 0.55891 3.10362 -0.73968  0.12
H -2.82956 1.30789 -2.58057  0.12
O 1.54923 -0.83748 -3.14637  0.10
C 0.83689 1.68427 2.35958  -0.42
H 3.36406 -2.26126 -1.33712  0.14
H -1.05946 5.20112 0.83773  0.10
C 0.92275 -1.20997 -2.18394  -0.57
H 2.74603 -7.72823 0.55965  0.10
H 3.89586 -7.29953 -1.58083  0.10
C -0.07333 1.71987 -2.27639  -0.10
N -0.25398 -0.69760 -1.77000  0.13
H 0.06070 1.13511 2.88592  0.06
C -3.11357 4.61290 1.03785  -0.09
C -3.52049 2.74872 2.48749  -0.08
C 1.98430 -5.73340 0.71792  -0.08
H 1.13150 0.11418 0.94360  0.13
O 1.30523 -2.21005 -1.35794  0.01
H -1.18655 2.96816 -0.90189  0.11
C 2.56415 -4.23369 -1.06912  -0.20
O -1.31296 -0.21862 1.26264  0.06
H -5.05552 3.79446 1.42163  0.10
H -4.20509 2.06166 2.96153  0.11
C -1.75736 4.51293 1.29033  -0.13
H 2.60168 -2.93253 -2.78951  0.13
H -0.36503 2.42079 -3.05894  0.12
H -2.86267 1.91432 -0.35042  0.10
C -2.34278 0.54585 -1.97034  -0.11
H -3.47890 5.38376 0.37501  0.10
H 1.47745 -5.91591 1.65406  0.10
H -1.81643 1.90037 3.44655  0.11
H -2.82913 -0.40635 -2.18963  0.12
C -1.33052 0.64007 0.39625  -0.50
H -0.89035 0.18763 -3.50954  0.15
H 0.97346 1.45973 -2.43745  0.11
H -0.67234 -1.09756 -0.94542  0.14
C -0.25476 2.39697 -0.91463  -0.15
C 2.52111 -2.86923 -1.69843  -0.12
C -2.54991 0.87643 -0.47707  -0.07
C -1.28067 3.52245 2.14056  -0.54
C 3.27336 -5.25804 -1.68291  -0.04
C -0.89033 0.42543 -2.43623  -0.29
C 1.92186 -4.47903 0.13682  -0.03
H 1.36608 -3.68449 0.61012  0.11
H 1.77528 1.68858 0.41278  0.12
C 3.34159 -6.50915 -1.09637  -0.09
H 1.78793 1.55544 2.87415  0.08
S 0.47028 3.47073 2.44776  0.94
C 2.69584 -6.75002 0.10469  -0.10
C -2.16773 2.65214 2.75709  -0.10
N -0.26895 1.44297 0.16735  -0.07
C 0.94509 1.19451 0.91862  -0.20

## Properties
Frontier orbital gap (eV): 9.00
Spin multiplicity: 1
Energy relative to the best compared isomer or geometry (same formula, charge and spin) (kcal per mole): 0.0
E_HOMO (eV): -8.359
SMILES string: O=C(N[C@H]1CCC(=O)N(CCSc2ccccc2)CC1)OCc1ccccc1
DFT total energy (eV): -43195.587
Lowest unoccupied orbital energy (Eh): 0.0236